{"formula": "C5H16NO2", "method": "ωB97M-V/def2-TZVPD", "species": ["C", "O", "C", "C", "C", "C", "N", "H", "H", "H", "H", "H", "H", "H", "H", "H", "H", "H", "H", "H", "H", "H", "H", "O"], "positions_angstrom": [[0.50, 2.45, -0.19], [1.39, 2.73, -1.24], [0.11, 0.94, -0.15], [1.25, 0.19, 0.54], [1.13, -1.37, 0.39], [0.66, -1.92, -0.95], [-1.17, 0.78, 0.59], [-0.39, 3.08, -0.23], [1.11, 2.64, 0.65], [0.97, 2.60, -2.11], [-0.01, 0.68, -1.18], [2.21, 0.41, 0.09], [1.12, 0.43, 1.59], [2.07, -1.83, 0.70], [0.43, -1.67, 1.18], [0.46, -1.12, -1.67], [1.33, -2.59, -1.47], [-0.27, -2.46, -0.84], [-1.95, 1.40, 0.37], [-1.08, 0.84, 1.61], [-1.53, -0.18, 0.40], [-3.20, -2.20, -0.01], [-2.50, -2.13, 1.40], [-2.63, -1.68, 0.56]], "lumo_ev": -3.33, "total_energy_ev": -11022.909, "e_above_lowest_kcal_mol": 22.4, "spin_multiplicity": 1, "homo_lumo_gap_ev": 11.0042, "homo_ev": -14.34, "charge": 1}

{"formula": "C52H143N13O13", "method": "ωB97M-V/def2-TZVPD", "species": ["C", "C", "C", "O", "C", "N", "H", "H", "H", "H", "H", "H", "H", "H", "H", "H", "H", "C", "C", "C", "O", "C", "N", "H", "H", "H", "H", "H", "H", "H", "H", "H", "H", "H", "C", "C", "C", "O", "C", "N", "H", "H", "H", "H", "H", "H", "H", "H", "H", "H", "H", "C", "C", "C", "O", "C", "N", "H", "H", "H", "H", "H", "H", "H", "H", "H", "H", "H", "C", "C", "C", "O", "C", "N", "H", "H", "H", "H", "H", "H", "H", "H", "H", "H", "H", "C", "C", "C", "O", "C", "N", "H", "H", "H", "H", "H", "H", "H", "H", "H", "H", "H", "C", "C", "C", "O", "C", "N", "H", "H", "H", "H", "H", "H", "H", "H", "H", "H", "H", "C", "C", "C", "O", "C", "N", "H", "H", "H", "H", "H", "H", "H", "H", "H", "H", "H", "C", "C", "C", "O", "C", "N", "H", "H", "H", "H", "H", "H", "H", "H", "H", "H", "H", "C", "C", "C", "O", "C", "N", "H", "H", "H", "H", "H", "H", "H", "H", "H", "H", "H", "C", "C", "C", "O", "C", "N", "H", "H", "H", "H", "H", "H", "H", "H", "H", "H", "H", "C", "C", "C", "O", "C", "N", "H", "H", "H", "H", "H", "H", "H", "H", "H", "H", "H", "C", "C", "C", "O", "C", "N", "H", "H", "H", "H", "H", "H", "H", "H", "H", "H", "H"], "positions_angstrom": [[3.98, -0.52, 0.47], [2.81, -1.46, 0.61], [1.95, -1.08, 1.83], [2.72, -1.38, 2.95], [2.10, -0.88, 4.14], [2.02, -1.42, -0.57], [4.72, -0.68, 1.26], [3.57, 0.49, 0.51], [4.40, -0.59, -0.54], [3.27, -2.44, 0.71], [1.03, -1.67, 1.89], [1.63, -0.04, 1.81], [2.18, 0.21, 4.16], [2.67, -1.26, 4.99], [1.04, -1.13, 4.18], [1.46, -0.58, -0.58], [2.56, -1.28, -1.41], [5.93, -3.00, -3.53], [4.77, -2.37, -2.79], [4.05, -1.29, -3.68], [3.14, -0.59, -2.83], [2.25, 0.15, -3.57], [3.91, -3.38, -2.18], [6.39, -3.84, -3.01], [6.73, -2.29, -3.72], [5.73, -3.35, -4.54], [5.31, -1.84, -2.00], [3.55, -1.83, -4.48], [4.71, -0.54, -4.12], [2.08, 1.07, -3.00], [1.31, -0.37, -3.74], [2.54, 0.58, -4.53], [4.50, -3.78, -1.46], [3.19, -2.98, -1.60], [-7.03, -7.02, 1.26], [-7.68, -6.15, 0.18], [-6.56, -5.54, -0.76], [-5.63, -4.70, -0.05], [-5.05, -3.76, -0.93], [-8.60, -6.95, -0.63], [-7.76, -7.43, 1.95], [-6.27, -6.47, 1.82], [-6.48, -7.84, 0.79], [-8.27, -5.35, 0.63], [-7.09, -5.00, -1.54], [-5.99, -6.33, -1.26], [-4.31, -4.22, -1.59], [-4.48, -3.02, -0.36], [-5.82, -3.28, -1.53], [-8.08, -7.53, -1.26], [-9.10, -6.35, -1.27], [0.22, -4.63, -0.68], [-1.12, -4.62, 0.16], [-1.30, -6.02, 0.87], [-1.23, -7.09, -0.11], [-2.48, -7.24, -0.83], [-0.90, -3.64, 1.20], [1.12, -4.76, -0.08], [0.30, -3.64, -1.14], [0.19, -5.39, -1.46], [-1.99, -4.36, -0.44], [-2.24, -5.95, 1.42], [-0.47, -6.13, 1.57], [-2.85, -6.40, -1.41], [-3.33, -7.37, -0.17], [-2.42, -8.13, -1.46], [-1.02, -2.70, 0.85], [0.10, -3.58, 1.30], [-2.55, -0.97, -1.95], [-1.17, -0.80, -1.33], [-0.67, 0.67, -1.58], [0.56, 0.85, -0.87], [1.04, 2.20, -0.75], [-1.27, -1.06, 0.09], [-2.50, -1.09, -3.04], [-3.19, -0.12, -1.75], [-3.06, -1.90, -1.69], [-0.42, -1.48, -1.75], [-1.42, 1.34, -1.16], [-0.63, 0.82, -2.65], [0.46, 2.68, 0.04], [1.06, 2.73, -1.70], [2.06, 2.27, -0.36], [-0.42, -0.62, 0.41], [-2.00, -0.44, 0.40], [-4.82, -3.15, 3.92], [-3.42, -2.61, 4.03], [-2.45, -3.80, 4.33], [-1.30, -3.11, 4.87], [-0.22, -4.04, 5.05], [-3.07, -2.03, 2.77], [-5.24, -3.27, 4.91], [-4.73, -4.12, 3.43], [-5.50, -2.47, 3.40], [-3.36, -1.83, 4.79], [-2.36, -4.33, 3.39], [-2.91, -4.44, 5.09], [0.67, -3.45, 5.31], [0.00, -4.44, 4.06], [-0.41, -4.85, 5.75], [-3.42, -2.67, 2.07], [-2.08, -2.24, 2.78], [6.91, 3.87, 2.16], [5.84, 2.80, 2.03], [5.06, 2.69, 3.37], [5.75, 1.98, 4.33], [4.89, 1.60, 5.43], [5.04, 3.18, 0.78], [7.47, 3.89, 1.23], [7.59, 3.66, 2.99], [6.47, 4.82, 2.46], [6.33, 1.86, 1.81], [4.04, 2.32, 3.31], [5.02, 3.70, 3.79], [4.06, 0.97, 5.12], [4.47, 2.46, 5.95], [5.50, 0.93, 6.04], [5.53, 3.03, -0.09], [4.23, 2.59, 0.66], [-5.20, -3.84, -4.72], [-5.47, -2.72, -5.61], [-5.51, -1.31, -4.90], [-6.39, -1.18, -3.84], [-6.60, 0.13, -3.33], [-4.40, -2.68, -6.56], [-4.78, -4.65, -5.31], [-6.08, -4.35, -4.31], [-4.58, -3.59, -3.87], [-6.46, -2.87, -6.04], [-5.56, -0.53, -5.67], [-4.52, -1.16, -4.47], [-6.75, 0.95, -4.03], [-5.77, 0.40, -2.67], [-7.46, -0.05, -2.69], [-4.68, -2.16, -7.39], [-4.21, -3.62, -6.87], [-1.91, 5.24, -0.93], [-0.47, 5.51, -0.48], [0.00, 6.95, -0.56], [0.15, 7.52, -1.92], [-0.91, 8.38, -2.23], [-0.31, 5.09, 0.94], [-2.22, 4.20, -0.83], [-2.00, 5.39, -2.00], [-2.61, 5.83, -0.33], [0.28, 4.99, -1.09], [1.04, 6.97, -0.24], [-0.63, 7.51, 0.13], [-0.76, 8.84, -3.21], [-1.07, 9.13, -1.45], [-1.89, 7.90, -2.22], [0.50, 5.46, 1.42], [-1.04, 5.52, 1.50], [0.70, 2.99, 4.16], [-0.40, 2.01, 3.63], [-1.15, 1.24, 4.70], [-1.40, 1.95, 5.89], [-2.02, 1.22, 6.92], [-1.34, 2.88, 2.97], [0.43, 3.86, 4.77], [1.38, 3.31, 3.37], [1.34, 2.55, 4.92], [0.01, 1.40, 2.82], [-0.47, 0.44, 4.98], [-2.04, 0.76, 4.29], [-3.05, 1.00, 6.67], [-1.94, 1.74, 7.87], [-1.61, 0.22, 7.02], [-1.71, 3.50, 3.67], [-0.91, 3.46, 2.26], [8.59, 0.76, -0.16], [8.60, 1.14, -1.64], [7.82, 2.44, -1.87], [6.48, 2.48, -1.45], [5.53, 1.54, -1.98], [9.96, 1.32, -2.07], [9.13, 1.45, 0.49], [9.08, -0.21, -0.05], [7.59, 0.54, 0.21], [8.22, 0.36, -2.30], [7.86, 2.64, -2.94], [8.22, 3.30, -1.33], [5.53, 1.67, -3.07], [4.55, 1.63, -1.50], [5.93, 0.56, -1.74], [10.31, 0.38, -2.14], [9.96, 1.58, -3.05], [-4.42, 2.23, 0.09], [-4.45, 1.05, 1.05], [-5.31, -0.10, 0.47], [-6.72, 0.34, 0.27], [-7.57, -0.78, 0.19], [-3.09, 0.67, 1.32], [-3.91, 1.90, -0.82], [-3.95, 3.10, 0.55], [-5.43, 2.44, -0.27], [-4.77, 1.40, 2.03], [-5.14, -0.96, 1.13], [-4.91, -0.57, -0.43], [-8.62, -0.52, 0.02], [-7.56, -1.32, 1.14], [-7.33, -1.37, -0.69], [-3.12, -0.16, 1.90], [-2.58, 1.36, 1.85], [5.17, 6.96, -1.60], [3.88, 6.13, -1.69], [4.05, 4.90, -2.59], [2.83, 4.15, -2.80], [1.81, 4.80, -3.52], [3.54, 5.64, -0.34], [5.34, 7.46, -2.56], [6.04, 6.34, -1.41], [5.02, 7.76, -0.87], [2.97, 6.66, -1.97], [4.82, 4.22, -2.22], [4.41, 5.22, -3.57], [2.06, 5.10, -4.54], [1.37, 5.67, -3.02], [1.02, 4.06, -3.66], [3.11, 4.74, -0.42], [4.45, 5.53, 0.08]], "lumo_ev": 0.49, "total_energy_ev": -102221.656, "e_above_lowest_kcal_mol": 102.7, "spin_multiplicity": 1, "homo_lumo_gap_ev": 8.5863, "homo_ev": -8.10, "charge": 0}

{"formula": "C15H24F6N7O9S3Tb", "method": "ωB97M-V/def2-TZVPD", "species": ["Tb", "C", "C", "N", "C", "C", "C", "C", "C", "C", "C", "N", "C", "C", "N", "N", "H", "H", "H", "H", "H", "H", "H", "H", "H", "H", "H", "H", "H", "H", "H", "H", "H", "H", "O", "S", "O", "O", "O", "F", "C", "F", "F", "S", "O", "O", "N", "S", "O", "O", "C", "F", "F", "F", "C", "N", "C", "N", "O", "H", "H", "H", "H", "H", "H"], "positions_angstrom": [[-0.49, 0.25, -0.09], [-1.15, -2.34, -2.54], [-0.23, -1.30, -3.16], [0.74, -0.79, -2.19], [1.84, -1.70, -1.86], [1.68, -2.42, -0.53], [2.62, -3.34, -0.12], [2.43, -3.99, 1.08], [1.31, -3.71, 1.84], [0.41, -2.77, 1.37], [-0.82, -2.41, 2.17], [-1.78, -1.59, 1.45], [-2.88, -2.29, 0.79], [-2.45, -2.85, -0.54], [-1.85, -1.81, -1.37], [0.61, -2.12, 0.21], [-1.85, -2.71, -3.31], [-0.56, -3.20, -2.21], [0.27, -1.75, -4.03], [-0.81, -0.45, -3.51], [1.10, 0.09, -2.53], [1.97, -2.46, -2.64], [2.77, -1.13, -1.83], [3.49, -3.55, -0.74], [3.16, -4.72, 1.44], [1.12, -4.21, 2.78], [-1.28, -3.35, 2.52], [-0.50, -1.85, 3.05], [-2.20, -0.91, 2.08], [-3.27, -3.11, 1.41], [-3.69, -1.57, 0.66], [-1.68, -3.62, -0.38], [-3.29, -3.35, -1.04], [-2.58, -1.17, -1.66], [-2.81, 2.87, 1.20], [-2.64, 1.45, 1.17], [-3.68, 0.69, 1.83], [-2.50, 0.97, -0.28], [-1.29, 1.01, 1.76], [0.22, 4.07, 3.99], [-0.73, 3.76, 3.13], [-1.45, 4.82, 2.89], [-1.42, 2.78, 3.64], [0.32, 3.38, 1.53], [-0.04, 2.70, 0.27], [0.78, 4.73, 1.33], [1.45, 2.43, 2.20], [1.80, 1.01, 1.71], [1.32, -0.14, 2.45], [1.66, 0.77, 0.24], [3.60, 1.06, 1.94], [4.11, -0.10, 1.52], [3.88, 1.23, 3.22], [4.15, 2.04, 1.23], [1.75, 3.42, -2.28], [0.35, 3.77, -2.44], [-0.63, 2.87, -2.25], [-1.90, 3.34, -2.10], [-0.42, 1.64, -2.29], [2.27, 3.38, -3.23], [1.84, 2.45, -1.78], [2.23, 4.16, -1.64], [0.11, 4.72, -2.17], [-2.00, 4.25, -1.68], [-2.51, 2.66, -1.67]], "lumo_ev": [0.15, 0.15], "total_energy_ev": -116051.647, "spin_multiplicity": 7, "homo_lumo_gap_ev": [9.4881, 9.5242], "homo_ev": [-9.34, -9.37], "charge": 0}

{"formula": "C8H10N2O2P", "method": "ωB97M-V/def2-TZVPD", "species": ["C", "C", "C", "C", "C", "C", "C", "C", "N", "N", "O", "O", "P", "H", "H", "H", "H", "H", "H", "H", "H", "H", "H"], "positions_angstrom": [[0.97, -0.67, -0.23], [0.46, -0.39, 2.05], [1.09, 0.73, -0.39], [0.32, 0.95, 1.90], [0.80, -1.25, 0.98], [0.94, 1.61, 0.78], [0.71, -2.66, 1.06], [-0.91, 2.37, -1.68], [0.70, -3.21, 2.22], [-1.96, -0.02, -0.95], [0.02, 0.07, -2.93], [1.42, 2.73, 0.88], [-0.66, 0.51, -1.66], [1.17, -1.32, -1.05], [0.19, -0.87, 3.03], [1.68, 1.07, -1.21], [-0.01, 1.56, 2.73], [0.55, -3.16, 0.12], [-1.96, 2.65, -1.83], [-0.58, 2.62, -0.70], [-0.20, 2.96, -2.26], [0.73, -4.32, 2.12], [-1.88, -1.03, -0.77]], "lumo_ev": 3.48, "total_energy_ev": -24823.053, "e_above_lowest_kcal_mol": 0.0, "spin_multiplicity": 1, "homo_lumo_gap_ev": 7.9683, "homo_ev": -4.49, "charge": -1}

{"formula": "C5H8I3NO2", "method": "ωB97M-V/def2-TZVPD", "species": ["C", "C", "C", "C", "C", "N", "O", "O", "I", "I", "I", "H", "H", "H", "H", "H", "H", "H", "H"], "positions_angstrom": [[-0.08, -1.03, 1.19], [-0.45, -0.42, 2.53], [-0.56, 0.85, -2.47], [-0.71, 1.36, -1.04], [0.55, 0.82, -0.29], [0.75, -0.13, 0.50], [-0.34, -2.15, 0.85], [-1.84, 0.98, -0.30], [2.50, -3.54, 1.64], [2.35, 1.85, -0.79], [3.95, -2.23, -0.12], [-0.92, 0.55, 2.38], [0.45, -0.36, 3.02], [-1.09, -1.09, 2.97], [0.04, 1.57, -3.13], [-1.61, 0.74, -3.04], [-0.08, -0.24, -2.41], [-0.80, 2.39, -0.92], [-2.13, 0.08, -0.58]], "smiles": "CC(=O)/N=C(/I)[C@@H](C)O.II", "lumo_ev": -1.29, "total_energy_ev": -35200.765, "e_above_lowest_kcal_mol": 0.0, "spin_multiplicity": 1, "homo_lumo_gap_ev": 7.6598, "homo_ev": -8.95, "charge": 0}

{"formula": "C29H46BCl2FIN3O4S", "method": "ωB97M-V/def2-TZVPD", "species": ["C", "C", "C", "C", "C", "O", "C", "C", "O", "C", "C", "C", "F", "C", "C", "C", "C", "C", "C", "C", "C", "S", "C", "N", "N", "C", "O", "C", "Cl", "C", "C", "Cl", "C", "C", "C", "C", "I", "B", "O", "N", "C", "C", "H", "H", "H", "H", "H", "H", "H", "H", "H", "H", "H", "H", "H", "H", "H", "H", "H", "H", "H", "H", "H", "H", "H", "H", "H", "H", "H", "H", "H", "H", "H", "H", "H", "H", "H", "H", "H", "H", "H", "H", "H", "H", "H", "H", "H", "H"], "positions_angstrom": [[0.14, -1.05, 4.33], [0.04, -1.16, 3.14], [-0.03, -1.30, 1.66], [0.71, -2.62, 1.33], [2.16, -2.65, 1.80], [2.25, -3.42, 2.99], [3.56, -3.42, 3.53], [4.00, -2.05, 4.07], [0.79, -0.24, 1.15], [0.22, 0.43, 0.03], [0.55, 1.92, 0.26], [2.07, 2.12, 0.27], [0.09, 2.39, 1.47], [-1.23, -0.20, -0.29], [-0.83, -1.18, -1.44], [-0.53, -0.48, -2.78], [0.91, -0.66, -3.32], [1.62, 0.70, -3.52], [2.76, 0.65, -4.55], [3.99, 1.51, -4.21], [3.70, 2.83, -3.52], [2.47, 3.82, -4.46], [1.89, 4.80, -3.15], [1.06, 4.41, -2.23], [0.88, 5.48, -1.37], [1.61, 6.43, -1.84], [2.28, 6.09, -2.95], [-2.33, 0.77, -0.67], [-2.27, 2.44, -0.17], [-3.40, 0.48, -1.45], [-3.73, -0.80, -2.15], [-4.62, 1.69, -1.76], [-1.45, -1.08, 1.03], [-2.05, -2.50, 0.86], [-3.57, -2.60, 0.61], [-4.29, -3.51, 1.61], [-4.30, -5.56, 0.92], [-2.29, -0.42, 2.25], [-2.93, -1.29, 3.14], [-2.45, 1.03, 2.45], [-2.01, 1.55, 3.75], [-3.93, 1.23, 2.33], [0.32, -0.79, 5.35], [0.67, -2.87, 0.27], [0.22, -3.45, 1.85], [2.59, -1.65, 1.91], [2.76, -3.16, 1.02], [3.54, -4.14, 4.35], [4.26, -3.81, 2.79], [4.58, -2.15, 4.99], [3.13, -1.42, 4.26], [4.61, -1.53, 3.33], [0.92, 0.20, -0.78], [0.16, 2.52, -0.57], [2.47, 1.74, 1.21], [2.56, 1.64, -0.57], [2.27, 3.19, 0.25], [-1.60, -1.94, -1.59], [0.05, -1.73, -1.14], [-1.21, -0.84, -3.56], [-0.74, 0.59, -2.70], [0.86, -1.12, -4.31], [1.51, -1.31, -2.67], [0.89, 1.43, -3.86], [1.99, 1.05, -2.55], [2.40, 0.95, -5.54], [3.11, -0.38, -4.66], [4.59, 1.71, -5.10], [4.64, 0.94, -3.54], [4.60, 3.44, -3.42], [3.30, 2.69, -2.52], [1.70, 7.42, -1.41], [-4.53, -0.60, -2.87], [-4.15, -1.56, -1.49], [-2.93, -1.21, -2.75], [-1.88, -3.03, 1.80], [-1.54, -3.09, 0.10], [-4.07, -1.63, 0.57], [-3.73, -3.05, -0.37], [-3.82, -3.51, 2.58], [-5.34, -3.25, 1.70], [-2.51, -1.28, 4.01], [-2.44, 1.00, 4.61], [-0.93, 1.58, 3.78], [-2.36, 2.58, 3.83], [-4.38, 0.44, 1.72], [-4.42, 1.23, 3.31], [-4.13, 2.16, 1.81]], "smiles": "C#C[C@]1(CCOCC)O[C@H]([C@H](C)F)[C@](CCCCCCCSc2nnco2)(/C(Cl)=C(\\C)Cl)[C@]1(CCCI)B(O)N(C)C", "lumo_ev": 0.54, "total_energy_ev": -90850.426, "spin_multiplicity": 1, "homo_lumo_gap_ev": 8.8152, "homo_ev": -8.28, "charge": 0}